# 1
Molecular formula: C6H31NO8S
Method: DFT, wB97M-V/def2-TZVPD

**HOMO level**: -8.756 eV
**Structure (SMILES)**: CCCNCCCS.O.O.O.O.O.O.O.O
**LUMO**: 0.315 eV
**Net charge**: 0
**Multiplicity**: 1

Positions of all 47 atoms, in Å:
S 2.40103 2.52752 2.67723
O -0.03990 -1.54471 -4.34622
O 1.99727 -1.10031 1.52049
O 2.84423 0.21460 -0.94743
O 0.08680 -2.53460 2.46235
O -0.57448 0.22081 3.76141
O 1.30057 -1.52184 -2.11486
O 0.25971 1.01892 -3.84761
O -2.73563 0.84432 2.33267
N -0.99110 0.89341 0.24699
C 0.43052 2.89636 0.66777
C 1.73734 2.21066 1.09638
C -1.81758 0.18414 -0.80152
C -0.27998 2.07308 -0.42974
C -2.22260 -1.27236 -0.29973
C -1.08298 -2.34387 -0.52816
H -0.21095 3.07022 1.55858
H 0.86346 0.97122 -4.52596
H 2.16564 0.94928 -1.21900
H 2.77136 -1.58243 1.67393
H 2.74259 -0.09279 -0.07058
H -0.69315 0.36691 2.80814
H -1.07578 -2.77947 -1.50277
H 0.68979 3.91083 0.32128
H -3.17531 1.61135 2.23526
H 2.50035 1.33320 3.12513
H -1.20782 0.00970 -1.76524
H -1.39393 -3.17543 0.10804
H -0.52039 0.24869 0.86549
H -0.11123 0.08412 -3.99286
H 0.50740 1.79767 -1.21378
H -0.50157 -2.72463 1.70932
H 1.26581 -2.26468 -1.59732
H -3.09700 -1.67196 -0.91452
H -2.57139 -1.19872 0.83286
H -0.73928 -2.23147 -4.20698
H -0.06940 -1.87894 -0.30560
H 0.45954 -1.51328 -3.48136
H -0.21377 -2.02427 3.16703
H 2.17028 -1.02575 -1.90047
H -2.76954 0.66824 -1.14517
H 2.42767 2.65612 0.24208
H -2.24121 0.95720 1.48774
H -0.93343 2.79289 -0.92251
H 1.30285 -1.55943 1.97801
H 1.67253 1.15961 0.91078
H -1.32732 0.36985 4.29042



# 2
Molecular formula: C6H31O10
Method: DFT, wB97M-V/def2-TZVPD

**HOMO level**: -6.647 eV
**LUMO**: 3.054 eV
**Net charge**: -1
**Multiplicity**: 1

Positions of all 47 atoms, in Å:
O -1.31715 0.45288 -4.22673
O 1.19059 2.86450 0.66214
O 2.14193 2.12369 2.87277
O -0.09839 3.68104 -1.79051
O 1.55782 -0.63581 1.79087
O -1.36162 2.50493 1.48755
O 1.01825 0.97009 -1.19780
O 2.45045 1.29622 -3.45845
O -0.02854 0.84559 3.71379
O -2.01667 1.59842 -1.14282
C -0.98731 -2.29513 -1.87200
C -0.69892 -1.47273 1.53560
C 0.72141 -1.70866 2.16567
C -0.64003 -3.68171 0.22327
C -1.46820 -2.73944 1.09051
C -0.01649 -3.12009 -1.07266
H 0.74886 1.45722 3.54510
H -2.39954 -2.46067 0.60008
H -1.78342 1.92724 -0.24744
H -0.87074 -2.32620 -2.96394
H -1.98316 -2.75981 -1.83394
H -0.61570 2.97020 1.03793
H -1.69319 -3.30692 2.00697
H 1.80818 1.85373 -3.87576
H -1.47601 2.27791 -1.61461
H 3.08980 1.95342 2.79609
H 0.84723 -2.53254 -0.73896
H -0.91913 1.87844 2.07210
H -0.69691 1.49868 3.97213
H 0.14536 0.56646 -1.26923
H 1.30047 0.23597 2.08957
H 0.58934 -1.76663 3.24850
H -1.35401 -4.47400 -0.06053
H 0.45918 3.24991 -2.43578
H 0.13733 -4.18878 0.80045
H -0.38039 0.64555 -4.22895
H 0.21191 3.46650 -0.89665
H -1.62632 0.53070 -3.32205
H 0.42519 -3.95596 -1.62149
H -0.37021 -1.00426 0.60627
H -1.02161 -1.24880 -1.58991
H 1.93911 3.25870 0.18158
H 2.21146 1.18529 -2.50489
H 1.80012 2.40763 1.92810
H -1.32488 -0.88358 2.19693
H 1.20172 -2.52922 1.63972
H 1.15281 1.39006 -0.29857



# 3
Molecular formula: C6H32N12O10
Method: DFT, wB97M-V/def2-TZVPD

**HOMO level**: -9.198 eV
**Structure (SMILES)**: NC(N)=O.NC(N)=O.NC(N)=O.NC(N)=O.NC(N)=O.NC(N)=O.O.O.O.O
**LUMO**: 0.172 eV
**Net charge**: 0
**Multiplicity**: 1

Positions of all 60 atoms, in Å:
O -2.68087 2.57276 -1.50073
O 1.77140 -2.37508 0.34594
O 0.36479 2.14802 -0.47391
O 2.24657 4.46176 -0.46772
O -1.13548 4.20441 2.11930
O 2.22444 -3.26548 -2.33508
O 1.16240 1.69348 3.25639
O -2.39186 -1.12603 0.50667
O 1.24638 -0.91504 -4.76677
O 0.76604 -0.85851 4.06618
N 0.81507 0.33163 0.76273
N -3.22865 3.57440 2.77590
N -1.72407 2.02539 1.94829
N -2.65362 -0.78044 -1.72068
N 0.41771 -3.02259 -4.74185
N 1.65929 3.68620 2.37091
N 0.62021 -3.66976 1.82342
N -0.67920 -1.33898 -5.86593
N 0.28235 0.08124 -1.46903
N 3.34383 2.29324 3.16159
N 2.81415 -4.15157 1.29825
N -4.16288 -2.08092 -0.55279
C 1.71885 -3.33140 1.11724
C 2.03094 2.51496 2.90103
C 0.40279 0.91575 -0.39049
C 0.40162 -1.72299 -5.12517
C -1.96995 3.31884 2.27141
C -3.03935 -1.30060 -0.50975
H -3.49075 4.53585 2.65114
H -2.33650 2.18530 -0.68813
H 1.68124 -1.14391 4.12082
H 0.82764 -0.64486 0.98967
H 0.82320 0.11367 3.92868
H -1.34414 -2.03677 -6.14398
H -4.43411 -2.48676 0.32473
H -3.90445 2.83758 2.83237
H -1.68292 -0.48390 -1.78270
H -4.69349 -2.32931 -1.36461
H -3.22091 -1.07366 -2.49473
H 4.07342 2.89269 2.82575
H 2.79287 -4.88978 1.97472
H -0.41245 -3.57338 -4.88218
H 1.07677 1.06066 1.41237
H 2.11059 -3.04454 -1.38901
H 3.16676 -3.16860 -2.49698
H 1.61850 5.15704 -0.25008
H -0.82807 1.83206 1.52959
H 0.27342 -0.90831 -1.29968
H 3.41202 -4.14370 0.49209
H -0.65050 -0.44056 -6.30933
H -2.40935 1.30905 2.09334
H 0.54741 0.48986 -2.35028
H 2.34936 4.26705 1.93050
H 0.64970 3.79690 2.25057
H 1.68929 3.68665 -0.64051
H -0.27601 -3.24261 1.65794
H 3.57212 1.45781 3.66456
H 0.60990 -4.42882 2.47972
H 1.00227 -3.34298 -3.97727
H -3.21573 1.87756 -1.89446



# 4
Molecular formula: C6H32N2O9
Method: DFT, wB97M-V/def2-TZVPD

**HOMO level (alpha / beta)**: 0.321 / -4.936 eV
**⟨S²⟩**: 0.75
**LUMO (alpha / beta)**: 2.610 / 2.509 eV
**Net charge**: -1
**Multiplicity**: 2

Positions of all 49 atoms, in Å:
O 3.18502 -1.57838 -1.50327
O 3.68815 0.11064 0.43205
O 1.04756 2.19562 2.90239
O 1.44904 1.56450 0.18251
O -3.09247 1.06037 -2.68234
O 1.71278 -0.09529 -3.29241
O -3.61361 -1.72325 -2.80635
O 1.67930 2.55206 -2.38186
O -1.00303 -0.63496 -3.13036
N 0.80420 -2.55179 -0.20206
N -2.20310 0.51721 2.74751
C -1.64360 2.71273 1.69356
C 1.05930 -2.33925 1.22568
C -0.14011 -2.61411 2.14509
C -1.90841 1.92393 2.96166
C -1.17110 -0.40362 2.66432
C -1.24915 -1.59599 2.06938
H -2.99559 0.32248 2.15570
H -2.73773 2.36620 3.52320
H -0.53333 -3.60042 1.89934
H -3.07100 1.28010 -1.73694
H -0.27340 -0.07760 3.17793
H -3.94254 -2.47152 -2.29109
H 1.21651 2.02191 1.94714
H 1.82631 0.85585 -3.09390
H -0.79065 2.31307 1.13823
H 3.49058 -0.56606 -0.29272
H 0.52554 -3.51010 -0.37213
H 0.79045 0.86154 0.05544
H 4.53702 0.48521 0.18337
H 1.54691 2.33501 -1.43246
H 1.86942 -3.01073 1.51991
H -2.64170 -1.71434 -2.68839
H 0.23225 -2.70248 3.17082
H 2.37198 3.22270 -2.41925
H 2.29934 1.04088 0.26484
H -1.65445 0.11267 -3.04348
H -1.33993 3.74028 1.92296
H -0.97823 -0.79669 -4.09211
H -3.64726 0.25111 -2.72512
H -2.16359 -1.91288 1.58030
H 1.37712 -1.30747 1.35814
H 0.07541 -1.94003 -0.56922
H 1.85052 1.87770 3.32966
H -1.04742 1.97285 3.62494
H 0.78002 -0.30081 -3.07282
H 2.69043 -1.03305 -2.17089
H 2.48613 -2.08508 -1.03897
H -2.50777 2.75599 1.02941



# 5
Molecular formula: C6H32O10
Method: DFT, wB97M-V/def2-TZVPD

**HOMO level**: -10.759 eV
**Structure (SMILES)**: CC(C)CCCO.O.O.O.O.O.O.O.O.O
**LUMO**: -0.295 eV
**Net charge**: 0
**Multiplicity**: 1

Positions of all 48 atoms, in Å:
O 3.59348 -0.27397 -0.94385
O -3.38671 -0.93417 -2.74637
O -2.37690 -2.48678 1.20173
O -1.01423 -0.06414 -1.93329
O 3.20480 -3.39859 -1.93559
O 0.97144 -1.58631 -3.86849
O 4.05970 -1.70685 1.69930
O -1.59989 -3.38798 -1.31940
O -2.73060 -1.36175 3.89051
O 1.57854 1.61462 -2.16080
C -0.29887 2.05467 3.17926
C 0.00839 2.82634 1.88007
C 0.30015 1.81344 0.72682
C -1.05659 3.88822 1.60398
C -0.99519 1.24871 0.13002
C -0.79181 -0.09350 -0.49530
H -1.66247 1.23305 1.04038
H -0.77165 1.08506 3.10735
H 0.86006 1.00435 1.20768
H -2.55401 -0.52520 -2.32726
H 2.67015 -0.00219 -0.94398
H 1.00394 2.27422 0.02145
H 0.55075 2.09065 3.94158
H -0.86211 4.61522 0.81796
H -0.73987 -3.73762 -1.05119
H -2.01876 -2.65944 0.31823
H -1.42601 -0.90223 -0.10125
H 0.25545 -0.42287 -0.51698
H -2.77274 -1.26344 2.92251
H -2.08402 3.50077 1.50374
H -1.63603 1.96439 -0.42186
H -3.31909 -2.35656 1.10270
H -0.96757 2.54060 3.85636
H 0.93647 -0.76740 -3.38275
H 3.16513 -4.01149 -1.19835
H 3.47388 -2.53623 -1.60797
H -1.09763 4.55879 2.51309
H 3.15975 -1.47246 1.92386
H 0.99915 3.34101 1.94140
H 2.24870 2.30107 -2.14221
H -2.18833 -2.15877 3.83371
H -1.36528 -2.64954 -1.89222
H -2.90031 -1.52178 -3.35901
H 1.76546 -2.11413 -3.89192
H 1.10044 1.79265 -2.98314
H -1.26277 0.81729 -2.26341
H 4.34908 -1.34452 0.86754
H 3.62455 -0.82519 -1.74459



# 6
Molecular formula: C6H32O14S
Method: DFT, wB97M-V/def2-TZVPD

**HOMO level**: -10.186 eV
**Structure (SMILES)**: COC[C@@H]1CCCS(=O)(=O)O1.O.O.O.O.O.O.O.O.O.O
**LUMO**: -0.067 eV
**Net charge**: 0
**Multiplicity**: 1

Positions of all 53 atoms, in Å:
S -2.37984 -0.92646 -1.01402
O 2.74580 1.79582 -5.15759
O -5.92499 -2.10739 0.34636
O 2.21696 3.77954 2.51982
O 0.73306 -0.17696 -3.72182
O -1.63428 0.51063 -1.54746
O 3.56220 0.42284 -7.45097
O -3.78114 -0.98036 -1.73694
O -0.49281 0.74849 4.11648
O 2.68383 -0.02018 4.45454
O 1.25106 1.07167 1.06648
O -1.51998 -2.19358 -1.39744
O 3.34506 -4.60156 1.95591
O 1.17529 -2.86587 1.73865
O -3.63780 2.98381 -1.81682
C -2.54932 0.42974 1.60972
C -1.97240 1.64163 0.66762
C -2.64667 -1.02949 0.84697
C 0.39014 0.31143 0.11168
C -0.88017 1.18065 -0.46626
C 2.41395 0.18989 1.28536
H 2.85761 3.73668 1.79401
H -6.86129 -2.09465 0.09706
H -0.41216 2.18949 -0.90091
H 2.71544 0.46441 -7.92036
H 0.42165 0.81940 3.80389
H 3.19599 0.69579 2.00896
H -0.08372 -0.52485 -3.33333
H 2.30454 0.97451 -4.89355
H 0.11121 -0.74461 0.53705
H 2.12198 -0.84486 1.79948
H 3.85573 -3.79183 2.10598
H -5.45715 -1.99612 -0.49495
H 3.46578 1.49972 -5.73467
H -3.67477 0.72649 1.87591
H -4.48456 3.02538 -2.28622
H -3.70499 -1.50374 1.07519
H -3.16152 2.26349 -2.25646
H 2.70914 0.75717 5.03253
H -1.81598 -1.73415 1.33423
H -0.41271 0.31073 4.97731
H 4.01533 -5.26105 1.72163
H 3.12316 -0.71143 4.97245
H 1.09511 0.10258 -0.82898
H -1.62175 2.50888 1.37066
H 0.38529 -3.41375 1.61702
H 2.98354 -0.10790 0.29259
H 0.66679 0.78044 -3.58780
H 1.64156 3.01444 2.36970
H -2.91155 2.06737 0.06595
H -2.00011 0.37446 2.66548
H 1.79600 -3.44931 2.20049
H 4.03848 -0.29749 -7.89060



# 7
Molecular formula: C6H33N2O8
Method: DFT, wB97M-V/def2-TZVPD

**HOMO level**: -12.099 eV
**LUMO**: -2.417 eV
**Net charge**: +1
**Multiplicity**: 1

Positions of all 49 atoms, in Å:
O -1.47653 0.08358 3.18609
O 3.50516 -0.35190 -0.39123
O 3.00448 2.88861 0.66216
O 0.14248 3.34563 1.44781
O -4.06630 -0.11933 -0.03567
O -1.75139 -2.38918 1.60530
O 0.93538 0.74101 1.88101
O 3.28078 -0.20566 3.02752
N 0.78583 -0.57125 -1.37823
N -1.12893 -2.31351 -1.15227
C -2.42579 -1.98715 -1.81989
C -0.07886 -2.78984 -2.10379
C -0.05431 0.44132 -2.07250
C -0.02134 1.66449 -1.19156
C -1.33290 2.31801 -0.81553
C 1.14831 -1.79210 -2.03405
H -1.75841 1.94390 0.12200
H -1.05667 0.06784 -2.17374
H -0.62683 0.14590 2.73031
H 0.82173 1.61702 2.29282
H 1.01607 3.67765 1.17827
H 2.81770 3.18792 -0.23362
H -1.83367 -2.95867 2.38590
H -2.30849 -1.05623 -2.34233
H -3.76038 -0.64014 0.70634
H -1.18908 3.35368 -0.51691
H 1.55712 0.25527 2.46488
H 3.83300 -1.13899 -0.83999
H 3.27755 -0.53331 3.94366
H 4.21267 -0.14985 0.24083
H 0.39256 1.42009 -0.20348
H -0.44340 -2.76618 -3.12684
H 1.59056 -1.67484 -3.02573
H -2.17058 2.23876 -1.51256
H -0.56631 -1.62738 -0.59130
H -1.30270 -3.01097 -0.43439
H -4.14221 0.83133 0.04745
H 2.64784 1.98918 0.70070
H -1.62724 0.81853 3.78347
H 0.41893 0.55432 -3.04842
H -1.90543 -1.53614 2.05100
H 0.19513 -3.80996 -1.92109
H -3.12342 -1.82598 -1.01210
H 3.10329 0.73467 3.16340
H -0.01301 3.84062 2.26193
H 1.52818 -0.18945 -0.81215
H 0.84352 2.34141 -1.26771
H -2.71294 -2.78073 -2.49881
H 1.81885 -2.28202 -1.32700



# 8
Molecular formula: C6H33NO10
Method: DFT, wB97M-V/def2-TZVPD

**HOMO level**: -9.209 eV
**Structure (SMILES)**: C/C=C(\C)CCN.O.O.O.O.O.O.O.O.O.O
**LUMO**: -0.261 eV
**Net charge**: 0
**Multiplicity**: 1

Positions of all 50 atoms, in Å:
O -2.56632 -1.64119 -2.22398
O -1.10937 0.65887 -3.52820
O 2.22686 3.70181 -2.16658
O 1.56990 0.70744 -2.17773
O -0.59010 3.67931 1.53545
O -3.67663 -2.89992 -0.07153
O 2.72913 -0.46070 3.82569
O 1.42249 2.09419 2.53151
O -0.72364 3.69653 -3.11681
O 0.86441 -4.60266 -1.06083
N 2.65708 -1.40279 -0.44412
C 1.63494 -1.59773 0.59403
C -0.92510 -1.63944 2.27351
C 0.23306 -1.57768 -0.01611
C -0.77269 -0.99217 0.95594
C -1.35949 0.15435 0.62732
C -2.41695 0.88964 1.42345
H -2.92985 1.51126 0.68978
H -0.35970 3.42159 0.63670
H -0.25356 0.88231 -3.11373
H -3.05336 0.20358 1.96475
H -1.88214 -1.47873 2.79078
H 2.06727 3.22830 -1.34096
H -1.08085 0.67102 -0.28613
H -0.90410 4.08365 -2.24971
H 0.49762 2.34595 2.36745
H -1.91550 1.64059 2.03791
H 0.23640 -0.89536 -0.87025
H 2.65904 -2.15314 -1.13322
H 2.24794 1.15762 -2.69572
H -3.26337 -1.00766 -2.02143
H -3.32158 -3.21254 0.76155
H 0.13931 -4.05026 -1.36081
H 2.92574 3.19375 -2.58850
H 2.10412 0.22066 3.55656
H -0.26508 -1.34668 3.09805
H 3.45176 -0.59479 3.20691
H 2.11554 0.04737 -1.69516
H -1.43702 1.55816 -3.31011
H -0.11574 -2.48063 -0.50016
H 1.70672 -0.73665 1.26056
H 1.59458 2.15138 3.47555
H -3.00938 -2.85422 -0.77617
H 3.58710 -1.41289 -0.04502
H 1.77665 -2.43443 1.28963
H -1.55240 3.72079 1.55836
H 1.46916 -4.05740 -0.55401
H 0.24956 3.72518 -3.05731
H -1.77388 -1.08382 -2.23610
H -0.90858 -2.73181 2.17901



- Which value of net charge does entry 5 give?
  0



- Look up the multiplicity of the first one.
  1



- Which formula does entry 6 have?
  C6H32O14S



- Which value of net charge does entry 4 give?
  -1